# 1
The following is a DFT calculation (ωB97M-V/def2-TZVPD) of a molecular structure, C12H32Br4HfO12S4 at a distorted geometry.

Last column: natural (NBO) charge in e.
Atoms and positions in Å:
Hf: -0.3712 -0.1813 -0.2191  1.5945
Br: 1.3269 1.6217 1.0811  -0.5220
Br: -0.6918 1.3726 -2.5670  -0.4783
Br: -2.8478 -1.4601 -0.3421  -0.4903
Br: 0.7557 -2.4838 0.8849  -0.5383
O: -4.0440 1.7275 1.6161  -0.8972
S: -3.1044 2.4181 0.7890  2.3976
O: -1.8858 1.7439 0.4249  -0.9290
O: -3.8758 2.7915 -0.6088  -0.6960
C: -5.1920 3.3348 -0.4563  -0.0735
C: -6.2232 2.3756 -1.0227  -0.6393
C: -2.6652 4.0734 1.3173  -0.8661
H: -5.2546 4.2831 -0.9928  0.1864
H: -5.3463 3.5749 0.5987  0.1778
H: -6.2460 1.4250 -0.4864  0.2286
H: -5.8227 2.1404 -2.0124  0.2257
H: -7.2528 2.7194 -1.0702  0.2196
H: -2.0036 4.5206 0.5871  0.2753
H: -2.1498 3.8385 2.2563  0.2475
H: -3.5496 4.6238 1.6226  0.2499
O: 1.8690 -0.3478 -1.2508  -0.9632
S: 2.9295 -0.6899 -2.1797  2.4131
O: 2.6228 -1.1313 -3.4994  -0.8884
O: 3.9285 0.5597 -2.2813  -0.7070
C: 4.0698 1.4102 -1.1213  -0.0872
C: 5.2497 2.3100 -1.4113  -0.6369
C: 4.0213 -1.8998 -1.3686  -0.8699
H: 4.2883 0.9019 -0.1824  0.1954
H: 3.1399 1.9756 -1.0917  0.2261
H: 5.1782 2.9669 -2.2833  0.2218
H: 6.0975 1.7082 -1.7698  0.2110
H: 5.6179 2.8851 -0.5651  0.2246
H: 3.8209 -1.8975 -0.3011  0.2658
H: 5.0127 -1.5829 -1.6833  0.2458
H: 3.8569 -2.8989 -1.7619  0.2546
O: -2.3359 -0.2427 4.2620  -0.8926
S: -1.1682 -0.0219 3.4898  2.4113
O: -1.1633 -0.1850 2.0464  -0.9513
O: -0.6604 1.4977 3.6824  -0.6996
C: -1.0349 2.1820 4.8806  -0.0837
C: 0.1508 2.4580 5.8037  -0.6265
C: 0.2554 -0.9051 4.1882  -0.8598
H: -1.7875 1.6645 5.4735  0.2128
H: -1.4783 3.1517 4.6415  0.1826
H: 0.5289 1.5095 6.1896  0.2000
H: -0.3156 3.0433 6.6020  0.2158
H: 1.0123 3.0213 5.4529  0.2253
H: 0.1775 -1.9715 3.9932  0.2705
H: 0.3064 -0.6625 5.2449  0.2381
H: 1.1119 -0.5161 3.6384  0.2722
O: -0.2886 -1.8617 -2.0583  -0.9399
S: -0.2794 -3.0466 -2.8741  2.4195
O: -0.7243 -2.9545 -4.2393  -0.9073
O: 1.1999 -3.7184 -2.8083  -0.7180
C: 1.5337 -4.7439 -3.7700  -0.0776
C: 2.9847 -4.5693 -4.1393  -0.6279
C: -1.2535 -4.2805 -2.0559  -0.8843
H: 0.8528 -4.6935 -4.6245  0.2138
H: 1.3156 -5.6623 -3.2108  0.1812
H: 3.3798 -5.4784 -4.6043  0.2197
H: 3.5123 -4.4943 -3.1875  0.2060
H: 3.2218 -3.7768 -4.8423  0.2370
H: -1.2248 -5.1080 -2.7642  0.2356
H: -2.2499 -3.8502 -1.9794  0.2798
H: -0.8380 -4.5136 -1.0802  0.2684

Atomic forces in eV per Å
Hf -0.2 0.0 -0.6
Br -0.8 -0.8 -0.4
Br 0.2 -1.0 1.5
Br 1.1 0.8 0.1
Br -0.3 0.9 -0.3
O 0.5 0.7 0.4
S -1.2 0.0 -2.2
O 0.0 0.3 -0.2
O 1.3 -0.5 0.9
C -1.0 0.4 0.6
C 0.8 -0.8 -0.1
C 0.1 -1.4 1.4
H 0.4 0.0 -0.1
H -0.3 -0.1 0.0
H 0.2 0.1 0.2
H -0.5 0.0 -0.2
H 0.1 0.5 -0.1
H -0.1 0.1 -0.1
H 0.4 0.3 -0.2
H -0.1 0.1 -0.5
O -0.1 0.1 -0.2
S 0.5 -0.5 0.6
O 0.2 0.5 0.3
O -0.6 -1.3 -0.2
C 0.1 1.5 -0.3
C 1.3 -0.2 -1.2
C -0.4 0.4 -0.6
H -0.5 -0.5 -0.2
H 0.1 -0.1 0.6
H -0.8 0.2 0.3
H 0.0 -0.3 0.6
H -0.4 0.0 0.2
H 0.2 0.2 0.0
H 0.1 0.0 0.4
H -0.4 0.1 -0.1
O -0.4 -0.2 -0.1
S 2.1 0.5 -0.5
O -0.1 -0.2 0.8
O -0.8 -0.8 -0.1
C 0.6 1.1 0.8
C -0.4 -0.4 0.3
C -0.5 0.4 -0.8
H 0.0 -0.4 -0.4
H 0.0 -0.2 -0.6
H 0.0 0.1 0.3
H 0.4 -0.2 0.3
H -0.3 0.1 -0.6
H -0.3 0.0 0.0
H -0.1 0.0 0.0
H 0.0 0.0 0.0
O 0.8 0.1 -0.1
S -0.2 -0.7 -0.2
O 0.6 0.0 0.8
O -1.2 1.6 0.2
C -0.6 -0.2 -0.1
C 0.3 -1.0 0.2
C 0.2 0.3 -0.6
H 0.2 0.1 0.1
H 0.4 -0.2 -0.4
H -0.3 -0.1 0.0
H 0.3 0.4 -0.2
H -0.3 0.4 0.4
H -0.2 -0.2 0.3
H 0.0 -0.1 0.1
H 0.1 0.1 0.0

As for the LUMO energy: 0.200 eV. As for the highest occupied orbital energy: -8.5 eV. As for the largest force on an atom: 2.5 eV Å⁻¹. The calculation puts the energy at -362355.1679 eV.

=====

# 2
The following is a DFT calculation (ωB97M-V/def2-TZVPD) of 14 unconnected molecules or ions with the total composition H28O14 at a distorted geometry.

Last column: natural (NBO) charge in e.
Atoms and positions in Å:
O: 2.5563 -3.1407 1.9310  -0.9381
H: 2.8146 -2.2258 2.1254  0.4663
H: 2.3113 -3.3770 2.8364  0.4722
O: 0.0838 -2.4335 3.4610  -0.9501
H: -0.3075 -1.9266 4.1838  0.4760
H: -0.5676 -3.1551 3.3726  0.4771
O: -1.9222 -3.1772 -2.7551  -0.9226
H: -1.6891 -3.2133 -1.8163  0.4632
H: -1.1837 -3.7317 -3.0493  0.4611
O: -4.1103 0.9635 -2.4356  -0.9416
H: -3.2212 1.2796 -2.6527  0.4753
H: -4.3671 1.6849 -1.8453  0.4643
O: 0.7609 1.8397 0.6944  -0.9935
H: 0.3014 1.1099 0.2728  0.5042
H: 0.5458 2.0587 1.5986  0.4861
O: -3.7292 2.0906 0.5085  -1.0155
H: -4.3937 1.5739 0.9644  0.5070
H: -3.5852 3.0349 0.4587  0.5121
O: 1.2685 -2.9119 -4.0075  -0.9580
H: 1.8335 -2.1383 -4.1237  0.4870
H: 0.3879 -2.5530 -3.8248  0.4684
O: -0.6236 1.3335 -2.5698  -0.9595
H: -0.5226 0.7107 -1.8387  0.4770
H: -0.1342 2.1141 -2.2795  0.4851
O: 2.0086 0.5187 -4.4484  -0.9623
H: 2.4058 0.8103 -3.5995  0.4762
H: 1.0641 0.6448 -4.2691  0.4848
O: 0.0430 -0.8839 0.8129  -0.9847
H: 0.6419 -1.6027 0.5853  0.4866
H: -0.3898 -1.1433 1.6351  0.4995
O: 3.9010 0.7952 2.6721  -0.9489
H: 4.0121 1.7433 2.5739  0.4758
H: 4.6197 0.3550 2.2091  0.4737
O: -2.3998 2.4185 3.0382  -0.9715
H: -3.1082 2.1859 3.6405  0.4818
H: -2.2670 1.7722 2.3387  0.5002
O: -0.6298 0.4548 3.7331  -0.9893
H: 0.1690 0.2187 4.2080  0.4767
H: -0.8591 1.3821 3.8043  0.5008
O: 2.7136 1.9817 -1.2974  -0.9695
H: 3.6349 2.0355 -1.5892  0.4668
H: 2.7107 1.6855 -0.3601  0.5001

Atomic forces in eV per Å
O 0.2 0.6 0.7
H 0.0 0.0 -0.6
H -0.3 -0.5 -0.2
O -0.8 -0.5 0.3
H 0.1 0.2 -0.1
H 0.6 0.2 -0.2
O 1.0 -0.5 0.5
H -0.6 0.5 0.2
H -0.3 -0.1 -0.7
O 0.3 0.8 0.1
H 0.1 -0.5 -0.3
H -0.3 -0.3 0.2
O 1.1 1.2 -1.0
H -0.3 -0.4 1.2
H -0.6 -0.8 0.0
O 1.5 -1.4 -1.4
H -0.4 1.4 0.3
H -1.2 0.0 1.0
O -0.3 0.0 0.2
H -0.1 0.1 -0.1
H 0.3 0.1 -0.1
O 0.1 0.0 0.1
H -0.1 0.0 -0.1
H 0.0 -0.1 0.0
O 0.1 0.2 1.0
H -0.3 -0.2 -0.7
H 0.1 0.0 -0.1
O -0.2 0.0 -0.5
H 0.0 -0.1 0.2
H 0.3 0.0 0.1
O -0.3 -0.3 0.2
H 0.2 0.0 -0.1
H 0.1 0.3 0.0
O 0.8 0.9 0.4
H -0.1 -0.5 -0.3
H -0.7 -0.2 0.0
O -0.2 -1.1 -0.3
H 0.2 0.6 0.0
H 0.1 0.4 0.4
O 0.3 -0.3 0.3
H -0.3 0.0 0.3
H -0.2 0.4 -0.8

As for the LUMO energy: -0.143 eV. As for the highest occupied orbital energy: -10.7 eV. As for the largest force on an atom: 2.5 eV Å⁻¹. The calculation puts the energy at -29119.0367 eV.

=====

# 3
The following is a DFT calculation (ωB97M-V/def2-TZVPD) of a single C23H31N3O molecule.

Last column: natural (NBO) charge in e.
Atoms and positions in Å:
C: 3.1526 0.5368 1.1433  -0.6381
C: 1.6501 0.3379 1.3295  -0.0669
O: 0.8805 1.1627 0.4853  -0.5241
C: 0.6940 2.4901 0.7873  0.3249
C: 1.1367 3.0912 1.9537  -0.2979
C: 0.8165 4.4082 2.2512  -0.2356
C: 0.0451 5.1397 1.3722  -0.2256
C: -0.3755 4.5648 0.1872  -0.2421
C: -0.0572 3.2471 -0.1452  0.1260
N: -0.4881 2.7302 -1.3481  -0.4498
C: -1.7920 3.0580 -1.8751  -0.2146
C: -2.4325 1.7943 -2.4439  -0.2301
N: -1.6831 1.2976 -3.5898  -0.4389
C: -1.9170 -0.1270 -3.8357  -0.2478
C: -1.2313 -1.0178 -2.8439  -0.1985
C: -1.7985 -1.4737 -1.7255  -0.1888
C: -1.1257 -2.1708 -0.6435  -0.1414
C: 0.1986 -2.6059 -0.7087  -0.1108
C: 0.8142 -3.2147 0.3624  -0.3304
C: 0.1395 -3.4179 1.5757  0.2627
N: 0.7724 -3.9701 2.6662  -0.4361
C: -0.0003 -4.3387 3.8274  -0.4018
C: 2.0699 -4.5797 2.5041  -0.4014
C: -1.1973 -2.9992 1.6350  -0.3085
C: -1.8038 -2.3971 0.5554  -0.1499
C: -0.2798 1.6750 -3.5153  -0.2327
C: 0.2443 1.7185 -2.0780  -0.2247
H: 3.4421 1.5567 1.3852  0.2129
H: 3.6968 -0.1481 1.7882  0.2103
H: 3.4233 0.3401 0.1088  0.2107
H: 1.3710 -0.6791 1.0354  0.2057
H: 1.3654 0.4778 2.3800  0.1677
H: 1.7154 2.5301 2.6709  0.2109
H: 1.1671 4.8453 3.1739  0.2092
H: -0.2184 6.1628 1.5955  0.2096
H: -0.9516 5.1512 -0.5121  0.2104
H: -2.4179 3.4416 -1.0655  0.2165
H: -1.7368 3.8262 -2.6603  0.1792
H: -3.4558 2.0075 -2.7738  0.1968
H: -2.4767 1.0496 -1.6343  0.1806
H: -1.5599 -0.3382 -4.8487  0.1995
H: -2.9992 -0.2788 -3.8125  0.2002
H: -0.1816 -1.1948 -3.0320  0.1869
H: -2.8556 -1.2938 -1.5627  0.1964
H: 0.7646 -2.4756 -1.6188  0.1992
H: 1.8375 -3.5337 0.2467  0.2134
H: -0.7694 -5.0858 3.5958  0.1856
H: 0.6616 -4.7521 4.5851  0.2061
H: -0.4859 -3.4583 4.2535  0.1997
H: 2.4054 -4.9746 3.4604  0.2068
H: 2.8001 -3.8367 2.1755  0.1969
H: 2.0551 -5.4016 1.7777  0.1862
H: -1.7770 -3.1420 2.5322  0.2138
H: -2.8354 -2.0843 0.6446  0.2069
H: 0.3121 0.9760 -4.1075  0.2039
H: -0.1701 2.6671 -3.9683  0.1936
H: 1.3079 1.9791 -2.0735  0.1991
H: 0.1333 0.7270 -1.6228  0.2084

Atomic forces in eV per Å
C -0.4 0.1 0.0
C 0.3 -0.3 0.2
O -0.2 0.5 -0.1
C 0.0 -0.1 -0.1
C 0.1 -0.1 0.1
C 0.0 0.1 0.0
C 0.0 0.1 0.1
C 0.0 -0.1 0.0
C 0.2 0.1 0.2
N -0.2 -0.3 0.0
C -0.2 0.0 -0.1
C -0.2 0.1 0.0
N -0.1 0.1 -0.1
C 0.0 0.1 -0.1
C -0.3 -0.1 0.1
C 0.0 0.2 -0.6
C 0.2 -0.2 0.5
C -0.2 0.1 0.0
C 0.2 -0.1 0.0
C -0.1 0.2 0.0
N 0.1 -0.1 0.2
C -0.1 0.1 0.0
C 0.1 0.0 -0.1
C 0.0 -0.1 0.2
C 0.1 0.1 -0.3
C 0.2 0.3 0.1
C 0.2 -0.4 -0.2
H 0.1 0.1 0.0
H 0.1 -0.1 0.1
H 0.1 0.0 -0.1
H 0.0 0.2 0.1
H 0.0 0.0 -0.1
H 0.1 -0.1 0.0
H 0.0 0.0 0.1
H 0.0 0.1 0.0
H 0.0 0.0 -0.1
H 0.0 0.0 -0.1
H -0.1 0.0 0.1
H 0.0 0.0 0.1
H 0.0 0.1 0.0
H -0.1 -0.1 0.0
H 0.0 -0.1 -0.1
H 0.2 0.0 0.1
H -0.1 0.1 0.0
H 0.1 0.0 -0.1
H 0.1 0.0 0.0
H 0.0 0.0 0.0
H 0.0 0.0 0.0
H -0.1 -0.1 0.1
H 0.0 0.0 0.0
H 0.1 -0.1 0.0
H 0.1 0.0 0.0
H 0.0 0.0 0.1
H -0.1 0.0 0.0
H 0.0 0.0 0.0
H 0.2 -0.1 0.0
H 0.0 -0.1 0.0
H 0.1 0.2 -0.1

As for the structure (SMILES): CCOc1ccccc1N1CCN(C/C=C/c2ccc(N(C)C)cc2)CC1. As for the LUMO energy: 0.683 eV. As for the highest occupied orbital energy: -7.1 eV. As for the largest force on an atom: 0.6 eV Å⁻¹. The calculation puts the energy at -30870.4210 eV.

=====

# 4
The following is a DFT calculation (ωB97M-V/def2-TZVPD) of 12 unconnected molecules or ions with the total composition C36H42F3N9 at a distorted geometry.

Last column: Mulliken charge in e.
Atoms and positions in Å:
F: -6.8693 -0.6986 7.6604  -0.2875
C: -7.2049 -1.6998 6.8206  0.2526
C: -6.4472 -2.0846 5.7389  -0.3216
C: -6.9707 -3.0212 4.8392  -0.3892
C: -8.1794 -3.6396 5.0529  -0.2852
C: -8.9193 -3.3420 6.1859  -0.4926
C: -8.4632 -2.3192 7.0021  -0.2400
H: -5.4664 -1.6588 5.5870  0.3934
H: -6.4981 -3.3460 3.9241  0.3393
H: -8.5127 -4.3581 4.3187  0.3450
H: -9.9101 -3.7614 6.2792  0.3436
H: -9.0991 -2.1569 7.8598  0.3423
F: -1.2325 -10.2156 2.6780  -0.3045
C: -1.9945 -9.7393 1.7171  0.3849
C: -1.4261 -8.8002 0.8561  -0.4274
C: -2.2016 -8.2932 -0.1430  -0.2812
C: -3.5453 -8.6827 -0.3190  -0.4740
C: -4.0912 -9.6640 0.4979  -0.3460
C: -3.3114 -10.1972 1.5282  -0.3858
H: -0.4094 -8.5272 1.0971  0.3891
H: -1.8131 -7.5795 -0.8543  0.3398
H: -3.9952 -8.1669 -1.1544  0.3516
H: -5.1049 -10.0143 0.3714  0.3599
H: -3.6499 -10.9612 2.2124  0.3937
F: 1.2747 8.1932 -1.2604  -0.2970
C: 0.9877 9.5142 -1.3328  0.4521
C: 1.1263 10.2111 -2.5035  -0.5196
C: 0.9498 11.6134 -2.4641  -0.2667
C: 0.7297 12.2745 -1.2772  -0.5378
C: 0.5833 11.5493 -0.1372  -0.1808
C: 0.7290 10.1763 -0.0997  -0.5026
H: 1.3899 9.7129 -3.4247  0.4065
H: 1.0859 12.0999 -3.4187  0.3418
H: 0.7867 13.3529 -1.2618  0.3604
H: 0.3962 12.1519 0.7393  0.3364
H: 0.6387 9.6264 0.8255  0.4074
C: 6.7390 2.7478 1.8003  -0.7444
C: 6.6522 3.8085 2.7901  0.3300
N: 6.6701 4.6262 3.6078  -0.3529
H: 6.2061 2.8938 0.8607  0.2701
H: 6.4029 1.8142 2.2514  0.2485
H: 7.7766 2.6640 1.4771  0.2488
C: 3.3230 1.0365 7.8996  -0.7140
C: 3.9498 0.0332 8.6617  0.3272
N: 4.4417 -0.7793 9.3451  -0.3726
H: 2.2452 0.8784 7.8642  0.2566
H: 3.7476 1.1223 6.8994  0.2597
H: 3.5505 1.9506 8.4481  0.2430
C: 5.7037 4.6271 -5.6493  -0.6641
C: 6.1287 3.1782 -5.6882  0.2810
N: 6.4312 2.0377 -5.6645  -0.3800
H: 5.8224 5.0573 -4.6548  0.2623
H: 4.6281 4.5555 -5.8108  0.2452
H: 6.1647 5.1955 -6.4571  0.2558
C: 2.1599 -1.7990 -8.3984  -0.7301
C: 2.0994 -0.4598 -8.8582  0.3311
N: 1.9971 0.6417 -9.2078  -0.3643
H: 1.1403 -2.1780 -8.4688  0.2488
H: 2.4310 -1.8739 -7.3453  0.2625
H: 2.7944 -2.4031 -9.0469  0.2515
C: -8.3073 -0.6328 -1.9979  -0.6975
C: -6.9752 -1.2201 -2.1503  0.2752
N: -5.9092 -1.6461 -2.2852  -0.3468
H: -8.6159 -0.0907 -2.8918  0.2632
H: -8.1843 0.1268 -1.2259  0.2493
H: -9.0061 -1.3714 -1.6052  0.2566
C: 5.1442 -5.8592 4.8491  -0.7263
C: 6.0090 -5.3587 3.7968  0.3262
N: 6.7054 -4.9498 2.9360  -0.3709
H: 5.6868 -5.7163 5.7835  0.2483
H: 4.9284 -6.9258 4.7867  0.2646
H: 4.1918 -5.3300 4.8832  0.2580
C: 1.2485 -0.3481 -1.5873  -0.7270
C: 1.0287 -0.5954 -0.1532  0.3220
N: 0.9269 -0.7629 1.0053  -0.3660
H: 0.7553 0.5477 -1.9646  0.2647
H: 0.8861 -1.2511 -2.0785  0.2375
H: 2.2893 -0.2300 -1.8890  0.2688
C: 7.0407 -5.8042 -5.4617  -0.7116
C: 5.6960 -5.9118 -4.9540  0.2825
N: 4.6528 -5.9930 -4.5222  -0.3312
H: 7.4714 -6.7707 -5.7233  0.2604
H: 7.6841 -5.2853 -4.7511  0.2578
H: 6.9553 -5.1735 -6.3466  0.2425
C: -4.5475 8.7431 -2.9480  -0.7277
C: -4.3509 7.3230 -2.7932  0.3346
N: -4.1737 6.1550 -2.6399  -0.3770
H: -3.9560 9.2182 -3.7306  0.2646
H: -4.2550 9.1853 -1.9956  0.2387
H: -5.5880 9.0040 -3.1416  0.2667

Atomic forces in eV per Å
F 0.3 -0.4 -0.3
C -2.0 -0.8 -0.2
C 0.5 0.2 -0.3
C 0.0 -0.2 0.1
C 0.0 -0.2 0.0
C 0.3 0.9 -0.9
C 0.1 -0.5 0.9
H 0.0 0.1 -0.1
H 0.7 0.4 0.1
H -0.2 -0.1 0.0
H 0.0 -0.1 0.5
H 0.3 0.7 0.2
F 0.4 -0.6 1.0
C -1.6 0.6 -1.9
C 0.1 -0.8 1.4
C -1.0 0.2 -0.7
C 1.3 0.2 0.0
C 0.3 0.3 0.2
C 1.2 0.3 0.4
H 0.1 0.3 -0.4
H 0.2 0.1 0.1
H -0.8 -0.4 0.1
H -0.1 0.0 -0.1
H -0.3 0.0 -0.1
F -0.3 0.2 -0.3
C 0.5 0.4 2.0
C -0.4 0.7 0.0
C 0.5 -1.3 -0.7
C 0.4 0.5 -1.7
C -0.1 -0.1 1.4
C -0.2 -0.4 -1.3
H -0.1 -0.1 0.0
H 0.0 0.4 0.1
H -0.4 0.1 0.1
H 0.0 -0.4 0.5
H 0.1 -0.1 -0.1
C 0.3 -0.4 -0.4
C 0.0 1.0 0.6
N -0.1 -0.8 -0.8
H -0.4 0.4 0.4
H 0.1 0.0 -0.1
H 0.1 -0.2 0.3
C -0.4 1.4 -0.5
C 1.8 -3.6 2.4
N -1.1 1.8 -1.6
H 0.1 0.1 -0.1
H -0.1 -0.1 0.0
H -0.3 0.4 -0.3
C -0.4 -1.7 -0.1
C 1.0 -2.2 0.4
N -1.0 3.6 -0.2
H 0.4 -0.1 -0.2
H -0.1 0.4 -0.2
H 0.0 0.0 0.3
C -0.5 -1.3 0.3
C 0.0 3.0 -0.7
N 0.2 -1.5 0.4
H 0.0 -0.3 0.0
H 0.3 0.1 -0.2
H 0.1 0.0 0.2
C 0.6 0.4 0.7
C 0.8 -0.4 -0.5
N -1.0 0.3 0.2
H -0.2 -0.5 -0.1
H -0.2 0.1 0.1
H -0.1 0.1 -0.4
C 0.0 -0.1 0.6
C 2.1 1.1 -3.2
N -2.2 -1.3 2.8
H -0.2 0.1 0.2
H 0.2 0.0 -0.4
H 0.2 0.1 0.0
C -0.1 -0.5 -0.1
C 0.4 0.3 2.8
N 0.1 0.4 -3.2
H -0.4 -0.2 0.3
H -0.2 0.2 -0.4
H 0.2 -0.2 0.6
C 0.3 0.5 -0.5
C 1.5 -0.2 -0.1
N -1.9 -0.1 0.7
H -0.1 0.1 0.0
H -0.1 -0.1 0.0
H 0.4 -0.1 -0.2
C -0.1 0.9 0.3
C 0.8 -5.2 0.2
N -0.8 4.8 -0.6
H 0.2 -0.4 0.0
H -0.1 0.3 0.0
H 0.0 -0.2 0.1

As for the structure (SMILES): Fc1ccccc1.Fc1ccccc1.Fc1ccccc1.CC#N.CC#N.CC#N.CC#N.CC#N.CC#N.CC#N.CC#N.CC#N. As for the LUMO energy: 0.277 eV. As for the highest occupied orbital energy: -9.0 eV. As for the largest force on an atom: 5.3 eV Å⁻¹. The calculation puts the energy at -59571.2485 eV.

=====

# 5
The following is a DFT calculation (ωB97M-V/def2-TZVPD) of a molecular structure, CH7N3O2 at a distorted geometry.

Last column: natural (NBO) charge in e.
Atoms and positions in Å:
N: 0.0189 1.2542 0.4982  -0.5570
N: 1.3685 1.4049 0.0317  -0.6522
C: -0.9131 0.0623 -0.5843  0.5789
O: -0.2286 -0.1512 -1.5608  -0.7052
H: -0.4107 2.1728 0.5787  0.3856
H: 1.8976 0.6177 0.4010  0.3579
H: 1.3241 1.2467 -0.9797  0.3734
H: -1.9098 0.5156 -0.5587  0.1301
N: -0.0021 -2.0159 0.4279  -0.5409
O: -0.9233 -0.9354 0.5992  -0.5056
H: -0.0760 0.5297 1.2994  0.4422
H: -0.5800 -2.8495 0.3351  0.3390
H: 0.4345 -1.8516 -0.4878  0.3535

Atomic forces in eV per Å
N 0.2 -1.2 0.7
N -0.3 -0.1 0.2
C 0.4 -0.9 1.4
O -0.1 -0.3 -0.2
H 0.1 -0.3 0.6
H -0.1 0.1 -0.1
H -0.1 -0.2 0.1
H 0.0 0.0 0.0
N 0.3 0.2 -0.2
O -0.4 0.3 -1.3
H 0.1 2.1 -1.2
H 0.0 0.2 -0.1
H -0.2 -0.1 0.1

As for the LUMO energy: 0.895 eV. As for the highest occupied orbital energy: -9.0 eV. As for the largest force on an atom: 2.5 eV Å⁻¹. The calculation puts the energy at -9712.2696 eV.